[1]
Below is one molecule with the formula C4H4O3, with properties calculated with the ωB97M-V functional and the def2-TZVPD basis.

Positions of all 11 atoms, in Å:
C  0.95372  -0.39077  -1.12588
C  -0.11663  0.60877  -0.78060
O  -0.68675  1.31067  -1.58006
C  -0.46600  0.77727  0.71210
O  -0.48420  1.85691  1.25067
C  -0.85312  -0.46242  1.52120
O  -1.07738  -1.52851  1.00471
H  1.91392  -0.05451  -0.71465
H  1.03615  -0.47434  -2.21082
H  0.72053  -1.36452  -0.68567
H  -0.94024  -0.27855  2.60901

Properties
ΔE to the lowest compared entry with this formula, charge and spin = 30.9 kcal per mole
Orbital gap = 8.67 eV
Net charge = 0
SMILES = CC(=O)C(=O)C=O



[2]
Below is one molecule with the formula C5H11B at a distorted geometry, with properties calculated with the ωB97M-V functional and the def2-TZVPD basis.

Positions of all 17 atoms, in Å:
B  -0.99545  -0.07338  0.13974
C  2.86799  0.32890  -0.21108
C  1.71262  -0.10202  0.24549
C  -0.93343  -1.63451  -0.09264
C  -2.15741  0.90202  -0.09023
C  0.43766  0.69146  0.15617
H  3.81920  -0.12471  0.08237
H  2.95109  1.35769  -0.54606
H  1.52477  -1.16932  0.66382
H  -0.27234  -2.03421  -0.91501
H  -1.95336  -2.24299  -0.28078
H  -0.58981  -2.03245  0.91260
H  -1.90418  1.74010  -0.73510
H  -2.46888  1.29140  0.87091
H  -3.10219  0.34792  -0.39943
H  0.58689  1.47610  0.96488
H  0.47682  1.27799  -0.76567

Properties
ΔE to the lowest compared entry with this formula, charge and spin = 29.2 kcal per mole
Orbital gap = 9.98 eV
Net charge = 0
SMILES = C=CCB(C)C



[3]
Below is a 2-piece molecular cluster, C4H9NO overall at a distorted geometry, with properties calculated with the ωB97M-V functional and the def2-TZVPD basis.

Positions of all 15 atoms, in Å:
C  -1.60645  2.09058  0.51061
C  0.56860  1.70104  -0.11477
N  -0.62494  1.75333  -0.50107
H  -2.60508  1.70984  0.29021
H  -1.42866  1.64326  1.50542
H  -1.64625  3.17265  0.63916
H  1.38747  1.52029  -0.81625
H  0.86089  2.02679  0.89513
C  0.59084  -2.17831  0.55602
C  0.78259  -1.80285  -0.71669
O  0.39710  -2.64628  -1.75053
H  1.33852  -1.85742  1.27697
H  -0.16345  -2.87188  0.89419
H  1.20542  -0.85331  -1.00034
H  0.94340  -3.40773  -1.66805

Properties
ΔE to the lowest compared entry with this formula, charge and spin = 82.2 kcal per mole
Orbital gap = 10.23 eV
Net charge = 0
SMILES = C=CO.C=NC



[4]
Below is an isolated ion of composition CN7 and charge -1 at a distorted geometry, with properties calculated with the ωB97M-V functional and the def2-TZVPD basis.

Positions of all 8 atoms, in Å:
C  0.28619  -0.90708  0.13866
N  -2.36417  -0.84527  -0.08816
N  -2.03953  0.25567  -0.07512
N  -1.10703  1.09593  0.08795
N  1.61530  -1.09306  0.00132
N  2.17356  0.16710  -0.10403
N  1.28780  1.08677  -0.06750
N  0.11730  0.39259  0.10997

Properties
ΔE to the lowest compared entry with this formula, charge and spin = 69.0 kcal per mole
Orbital gap = 7.91 eV
Net charge = -1



[5]
Below is a 2-piece molecular cluster, C4H12N2O overall at a distorted geometry, with properties calculated with the ωB97M-V functional and the def2-TZVPD basis.

Positions of all 19 atoms, in Å:
C  1.59406  -1.70773  -0.72627
C  1.18727  0.37978  -1.71830
C  0.78434  -0.46596  -0.61408
C  -0.62623  -0.81668  -0.85082
N  -1.74929  0.49455  -0.51400
N  -3.12382  1.00611  2.24960
O  -2.90165  0.57082  -0.93919
H  1.09960  -2.46060  -1.48500
H  1.54257  -2.40335  0.18196
H  2.59176  -1.42397  -1.19911
H  0.55134  1.25006  -1.77230
H  1.04368  -0.14061  -2.58619
H  2.17418  0.83387  -1.56074
H  0.81116  -0.06731  0.45327
H  -0.90530  -1.44885  -1.75067
H  -1.53323  1.10471  0.40029
H  -3.27825  1.62529  1.48913
H  -3.40124  0.02719  1.95206
H  -3.39711  1.52367  3.09179

Properties
ΔE to the lowest compared entry with this formula, charge and spin = 155.4 kcal per mole
Orbital gap (alpha / beta) = 8.29 / 9.50 eV
Net charge = 0
SMILES = CC(C)/C=[NH+]/[O-].N



[6]
Below is a 2-piece molecular cluster, C3H9N2 overall at a distorted geometry, with properties calculated with the ωB97M-V functional and the def2-TZVPD basis.

Positions of all 14 atoms, in Å:
C  0.61896  2.19434  1.27090
C  0.43938  -1.22688  -1.58494
C  -1.05909  0.74947  0.18688
N  -0.18837  1.37345  0.82530
N  -1.66060  -0.33666  0.94257
H  1.70205  2.08715  1.17873
H  0.09049  3.13573  1.70540
H  0.80596  -2.11637  -1.10378
H  1.05350  -0.35991  -1.51285
H  -0.54750  -0.87096  -1.03972
H  0.16084  -1.46982  -2.56724
H  -0.76403  -0.89150  1.20321
H  -2.24011  -0.94431  0.39480
H  -2.11737  -0.02148  1.94206

Properties
ΔE to the lowest compared entry with this formula, charge and spin = 107.2 kcal per mole
Orbital gap = 9.51 eV
Net charge = +1



[7]
Below is a 2-piece molecular cluster, C3H12NOS2 overall at a distorted geometry, with properties calculated with the ωB97M-V functional and the def2-TZVPD basis.

Positions of all 19 atoms, in Å:
N  -0.98020  -0.76629  -1.51709
C  -0.53231  0.23335  -0.42561
C  0.77899  0.84088  -0.91125
S  1.93589  1.39475  0.39016
S  1.13111  2.86551  1.51026
C  0.41842  1.95547  2.88502
H  -0.66859  -0.54386  -2.46729
H  -1.99889  -0.81142  -1.57235
H  -0.62598  -1.71084  -1.22940
H  -0.53109  -0.33768  0.48790
H  -1.39621  0.94539  -0.29742
H  1.29913  0.07356  -1.49643
H  0.45440  1.65129  -1.59781
H  -0.02333  1.03975  2.41451
H  -0.46145  2.38984  3.41652
H  1.02595  1.54601  3.70475
H  -0.03241  -3.86425  -0.34868
H  0.04574  -3.66874  -1.89908
O  0.16082  -3.23273  -1.04672

Properties
ΔE to the lowest compared entry with this formula, charge and spin = 20.2 kcal per mole
Orbital gap = 8.68 eV
Net charge = +1



[8]
Below is one molecule with the formula FH2NO2S at a distorted geometry, with properties calculated with the ωB97M-V functional and the def2-TZVPD basis.

Positions of all 7 atoms, in Å:
N  -0.28147  0.73109  0.23055
O  -1.38127  1.29870  -0.39704
O  0.90998  -1.26417  0.85823
F  0.32924  -1.16247  -1.61957
S  -0.22201  -1.30967  0.00873
H  0.67151  0.75879  -0.27667
H  -0.02596  0.94774  1.19578

Properties
ΔE to the lowest compared entry with this formula, charge and spin = 82.2 kcal per mole
Orbital gap (alpha / beta) = 7.79 / 7.78 eV
Net charge = 0



[9]
Below is a 2-piece molecular cluster, C26H45BrFN7O8P overall at a distorted geometry, with properties calculated with the ωB97M-V functional and the def2-TZVPD basis.

Positions of all 89 atoms, in Å:
C  0.41475  6.52319  2.83652
C  -0.23225  5.63658  1.63942
O  -0.55830  6.18583  0.53895
O  -0.34698  4.24447  1.90626
C  -1.57440  3.67534  1.37259
C  -1.61318  2.12686  1.89535
C  -0.39389  1.38076  1.18172
C  -0.33077  -0.23775  1.43002
C  -0.61764  -0.54758  2.97499
C  -2.00620  -1.22897  3.36892
C  -3.22878  -0.22457  3.66481
Br  -1.65808  -2.12867  5.15792
O  1.11684  -0.48844  1.25543
C  1.40590  -1.85912  0.93297
C  2.96704  -2.10532  1.20552
C  3.90142  -0.79575  1.06444
O  5.19119  -1.17755  0.46614
C  4.26039  -0.26883  2.56219
N  5.20484  0.90716  2.41871
C  0.86404  -2.35793  -0.51940
C  2.07169  -2.06005  -1.57930
O  2.54583  -0.89378  -1.79490
O  2.59175  -3.11214  -2.34441
P  0.44764  -4.18556  -0.31640
N  1.86599  -4.91978  -0.04006
O  -0.20403  -4.97711  -1.67513
O  -0.53524  -4.58309  1.03031
N  -0.30771  -1.44257  -0.86662
C  -1.05858  -1.85343  -2.09204
C  -1.17455  -0.66715  -3.22071
C  -0.13862  -0.91646  -4.45718
C  -0.33825  0.30577  -5.52319
N  -0.21308  1.65563  -4.89249
C  1.18615  2.12488  -4.80995
N  1.59249  3.11902  -5.61127
N  2.10340  1.51477  -3.81400
C  -1.15175  -1.10104  0.34887
C  -2.63008  -0.56293  0.00661
C  -3.83289  -1.43309  0.48818
C  -5.18010  -0.81160  0.05773
C  -5.18925  0.50817  -0.70737
N  -4.13288  1.34333  -1.18295
C  -2.91819  0.71204  -0.79165
H  -0.26177  6.42631  3.77101
H  0.59714  7.60872  2.52859
H  1.44193  6.08924  3.15980
H  -2.52746  4.25483  1.62043
H  -1.43926  3.60288  0.22172
H  -1.46338  2.20282  3.04426
H  -2.64713  1.67345  1.73250
H  -0.25701  1.64633  0.05957
H  0.57082  1.78713  1.68656
H  -0.48901  0.37170  3.67265
H  0.21549  -1.27277  3.33616
H  -2.36744  -2.08326  2.70731
H  -3.79859  0.12788  2.73888
H  -4.02209  -0.69284  4.37018
H  -2.78456  0.69348  4.20573
H  0.84300  -2.52192  1.70942
H  3.04800  -2.42408  2.32122
H  3.45017  -2.95126  0.61186
H  3.46858  0.04030  0.41529
H  5.05329  -1.09328  -0.50747
H  4.82931  -1.10001  3.14878
H  3.30390  0.04293  3.12278
H  4.84507  1.52985  1.67679
H  6.13007  0.53809  2.15067
H  1.79238  -5.37131  0.89777
H  -1.19981  -5.00466  -1.65159
H  0.01008  -4.59833  1.86193
H  0.15797  -0.53186  -1.11828
H  -2.04191  -2.40645  -1.92000
H  -0.37957  -2.62066  -2.64578
H  -2.26292  -0.71560  -3.60455
H  -0.88635  0.34778  -2.77914
H  0.93384  -0.97319  -4.05273
H  -0.44303  -1.87039  -5.02693
H  0.34932  0.20352  -6.43837
H  -1.44190  0.21248  -5.87046
H  -0.83711  2.35296  -5.32473
H  0.78415  3.40509  -6.20816
H  1.61243  1.53431  -2.89761
H  2.88459  2.19450  -3.68719
H  -1.31583  -2.13908  0.85029
H  -3.72335  -2.41407  1.05753
H  -6.15899  -1.34435  0.31853
H  -6.24423  0.92136  -0.95607
H  -1.96623  1.27132  -1.14681
F  6.47178  -1.97345  3.27212

Properties
Orbital gap = 3.72 eV
Net charge = -1



[10]
Below is C11H13CuF6O3S5 as an isolated structure, with properties calculated with the ωB97M-V functional and the def2-TZVPD basis.

Positions of all 39 atoms, in Å:
Cu  0.67170  -0.05380  -1.67556
S  2.87992  0.09310  -2.32552
S  2.98452  2.17933  -2.28409
S  1.34081  2.79066  -3.31648
S  -0.23760  2.01859  -2.17252
O  -2.56643  0.01913  -0.41431
H  -1.93319  -0.71382  -0.59348
H  -2.25696  0.69717  -1.03123
C  -0.96583  -0.04396  2.48497
S  0.23572  0.37502  1.22272
O  1.56718  -0.07318  1.72759
C  0.21277  2.14904  1.43859
C  -0.95026  2.87518  1.21699
C  -0.90847  4.25550  1.30381
C  0.29123  4.90135  1.58086
C  1.44964  4.16473  1.75866
C  1.41932  2.77750  1.68536
H  -0.62416  0.33480  3.44899
H  -1.02929  -1.12922  2.49035
H  -1.93346  0.37231  2.21199
H  -1.86070  2.36333  0.93138
H  -1.80637  4.83050  1.11129
H  0.32336  5.98360  1.62291
H  2.39433  4.66832  1.92545
H  2.30886  2.17054  1.77629
C  1.37108  -3.17313  -1.23916
C  -0.14892  -2.97302  -1.15495
O  -0.50641  -1.67506  -1.13640
C  -0.80682  -3.66931  -2.37363
F  -0.50977  -4.99904  -2.47342
F  -2.14940  -3.59414  -2.37096
F  -0.39197  -3.11664  -3.51961
C  -0.65370  -3.64595  0.14609
F  -1.97600  -3.50690  0.34378
F  -0.40364  -4.98309  0.22097
F  -0.05159  -3.10579  1.21975
H  1.71950  -2.73554  -2.17381
H  1.67461  -4.22144  -1.18581
H  1.82637  -2.60666  -0.42788

Properties
ΔE to the lowest compared entry with this formula, charge and spin = 1.5 kcal per mole
Orbital gap = 5.32 eV
Net charge = -2



[11]
Below is C4H5NO2 as an isolated structure, with properties calculated with the ωB97M-V functional and the def2-TZVPD basis.

Positions of all 12 atoms, in Å:
N  0.39826  1.26657  1.04951
C  0.19842  0.23742  0.10728
C  -1.15205  0.09901  -0.59177
C  -0.62596  -1.00707  0.23874
O  0.30371  -1.76907  -0.56348
C  1.14850  -0.67703  -0.65957
O  2.21759  -0.64065  -1.18369
H  0.51226  2.17757  0.62359
H  1.16717  1.08511  1.68296
H  -1.91666  0.73330  -0.15244
H  -1.19938  -0.03419  -1.66910
H  -1.05186  -1.47097  1.11796

Properties
ΔE to the lowest compared entry with this formula, charge and spin = 42.8 kcal per mole
Orbital gap = 10.58 eV
Net charge = 0



[12]
Below is C25H26HfN6OS as an isolated structure, with properties calculated with the ωB97M-V functional and the def2-TZVPD basis.

Positions of all 60 atoms, in Å:
Hf  -0.80501  -0.03226  -0.13810
C  -2.14377  -2.83330  -1.26084
N  -2.39115  -1.88001  -0.14929
C  -2.48242  -2.51313  1.19322
C  -1.31455  -2.09201  2.02672
N  -0.64264  -0.95007  1.77492
C  0.28955  -0.80714  2.83241
C  1.19378  0.20885  3.12758
C  1.95648  0.05616  4.27049
C  1.82987  -1.06968  5.09742
C  0.91771  -2.06945  4.82381
C  0.14456  -1.90850  3.68146
N  -0.87188  -2.68379  3.12099
C  -1.18206  -2.22138  -2.22471
N  -0.60475  -1.02063  -2.01001
C  0.25918  -0.80615  -3.11590
C  1.09099  0.25857  -3.44510
C  1.80690  0.15793  -4.62381
C  1.70696  -0.96725  -5.45445
C  0.87706  -2.02491  -5.14060
C  0.15498  -1.91411  -3.96035
N  -0.75858  -2.77232  -3.34606
H  -3.07239  -3.09218  -1.77469
H  -1.72181  -3.76446  -0.87793
H  -3.28071  -1.42547  -0.33315
H  -2.53942  -3.59969  1.12276
H  -3.39499  -2.18166  1.69432
H  1.26951  1.09657  2.51191
H  2.66115  0.82684  4.55454
H  2.44999  -1.14788  5.97996
H  0.80541  -2.92081  5.48297
H  -1.22846  -3.54569  3.51945
H  1.16544  1.13794  -2.81922
H  2.45412  0.96921  -4.92988
H  2.28838  -1.00323  -6.36570
H  0.78208  -2.88654  -5.78898
H  -1.05769  -3.66271  -3.72880
C  -3.72001  3.24645  0.05367
S  -2.76663  2.10639  1.04401
O  -2.60765  0.81752  0.14268
C  -1.10094  2.73698  0.75816
C  -0.51507  2.51810  -0.51168
C  0.67626  3.18428  -0.80847
C  1.27242  4.01540  0.13281
C  0.69912  4.18416  1.38855
C  -0.49332  3.53833  1.71034
H  -3.25516  3.42998  -0.91300
H  -3.78314  4.17187  0.63523
H  -4.72865  2.84482  -0.06633
H  -1.09761  2.09578  -1.34637
H  1.10935  3.10394  -1.79757
H  2.16956  4.56353  -0.12680
H  1.15701  4.84563  2.11406
H  -0.95404  3.68976  2.68057
C  4.02596  -0.02932  -0.06348
C  2.60715  0.05736  -0.08442
N  1.45832  0.12546  -0.10279
H  4.41856  0.37617  0.87407
H  4.46406  0.53211  -0.89399
H  4.35262  -1.07031  -0.14659

Properties
Orbital gap = 7.05 eV
Net charge = +4



How do the records compare in E? In the order shown, they have -380.4977 -221.9029 -287.7014 -421.2638 -344.1374 -228.8159 -1047.6160 -704.3280 -5017.8147 -4883.4510 -360.6011 -1816.9650 Eh.